Computed, not measured: 13 unconnected molecules or ions with the total composition C42H118N8O13 at a distorted geometry, with the ωB97M-V functional and the def2-TZVPD basis.

XYZ file:
```
181
Properties=species:S:1:pos:R:3:forces:R:3
C -8.902556 -25.155460 -7.680996 1.9298 0.1527 -0.1599
C -7.517382 -25.753543 -7.286464 -0.4501 -0.1783 -0.3727
O -6.987041 -25.065411 -6.161748 -0.4371 0.2995 -0.2796
H -9.577721 -25.163185 -6.846118 -0.3095 0.1668 0.4150
H -9.339954 -25.671820 -8.504708 -0.3436 -0.9313 -0.4976
H -8.753041 -24.165725 -8.106707 -0.0497 0.4922 0.5000
H -6.790593 -25.726006 -8.154707 -0.7744 0.0126 0.7526
H -7.657817 -26.800734 -6.978107 0.0028 0.0445 -0.3927
H -6.336038 -25.647873 -5.736365 0.5180 0.0492 0.1457
C -9.476478 -16.495812 -8.250307 0.0630 -1.0013 0.4022
C -8.474386 -17.604889 -8.477186 -0.1349 -1.2693 -0.3344
O -9.210746 -18.829151 -8.219350 -0.0571 0.7676 0.2399
H -9.857413 -16.611961 -7.243938 -0.0143 0.1017 0.4080
H -10.348583 -16.590585 -8.883988 0.0138 0.1100 -0.4464
H -8.997954 -15.552335 -8.324976 0.2224 1.0572 -0.2698
H -7.584446 -17.480074 -7.822255 -0.5193 -0.2085 -0.1693
H -8.104751 -17.650160 -9.523630 -0.1230 0.2523 0.4357
H -8.682174 -19.628543 -8.091481 0.5718 0.1138 -0.2373
C -8.008619 -21.004624 -0.260811 -0.7213 0.1220 -1.3209
C -7.492180 -22.259568 -0.927897 -0.2612 -0.0566 0.4664
O -8.184947 -23.385457 -0.363324 0.9659 -0.4749 0.1919
H -7.577099 -20.148276 -0.768420 0.3195 0.3771 0.2193
H -7.801529 -21.008343 0.797708 -0.0051 0.1352 0.2922
H -9.101532 -20.913535 -0.463619 0.5994 -0.2274 0.4382
H -6.413888 -22.385978 -0.797956 0.0173 0.1013 0.0694
H -7.669661 -22.264044 -1.994799 -0.1633 0.1219 -0.3106
H -7.511523 -23.792080 0.208031 -0.7552 -0.1530 -0.1694
C -5.923274 -21.933032 -7.179937 -0.8796 -0.4703 -0.6421
C -6.575478 -21.915554 -8.611364 0.4243 0.5987 1.1678
O -7.909954 -21.411799 -8.530883 0.2872 0.1995 0.6271
H -5.034117 -22.544307 -7.258236 0.4748 -0.0479 -0.0395
H -6.556328 -22.495383 -6.449386 0.1997 0.6749 -0.6190
H -5.632103 -20.946739 -6.802268 -0.2911 -0.1309 -0.1158
H -6.588260 -22.945573 -8.960311 -0.0098 -0.1616 -0.2422
H -5.949181 -21.293540 -9.297839 -0.4388 -0.4338 0.3949
H -8.400235 -21.519789 -9.370725 -0.0389 -0.2190 -0.2651
C -10.036731 -22.405234 -3.334609 0.1564 -1.0090 -1.3123
C -9.212175 -22.676455 -4.626724 0.0755 1.0772 1.3993
O -9.749748 -21.800515 -5.609258 -0.2430 -0.3530 -0.4332
H -9.891564 -21.399435 -2.947615 -0.0778 0.0858 -0.0931
H -9.850728 -23.150339 -2.559968 0.2271 0.0931 0.0248
H -11.058293 -22.575022 -3.680686 -0.2162 0.3754 0.4191
H -9.214350 -23.733613 -4.889307 -0.2630 -0.0475 -0.2525
H -8.178469 -22.374980 -4.463897 0.3708 -0.2479 0.0794
H -9.324698 -21.970532 -6.461452 0.1113 0.0809 0.0114
C -11.316884 -22.676579 -9.675694 -0.5370 1.0535 0.0332
C -10.818782 -21.822260 -10.878058 -0.6767 -1.2081 0.3470
C -11.282667 -20.404406 -10.760595 -0.6095 -0.2873 1.3069
O -11.080685 -19.736744 -11.970742 0.4784 1.1969 0.3630
C -11.217424 -18.319852 -11.759280 0.2674 -0.0673 -1.1041
N -9.387099 -21.867225 -10.928216 1.2877 -0.5690 0.1132
H -10.991520 -23.717615 -9.587859 0.2273 0.2200 -0.5229
H -12.423954 -22.683525 -9.683844 0.4768 -0.0343 0.0995
H -10.985005 -22.150895 -8.769555 -0.1433 -0.2111 0.0309
H -11.353897 -22.158663 -11.781959 0.5162 -0.3220 -0.1205
H -10.795766 -19.845218 -9.935938 -0.0923 -0.4154 -0.1639
H -12.349744 -20.547834 -10.511325 -0.0468 0.7450 -0.1294
H -10.561450 -17.846172 -10.996510 -0.2739 -0.8562 -0.0698
H -12.265058 -18.112980 -11.542502 -0.0340 0.2799 0.1117
H -10.926865 -17.859739 -12.714128 -0.3325 -0.0600 0.2172
H -8.992472 -22.762724 -11.213732 -0.3571 0.1785 0.0130
H -8.989374 -21.162266 -11.519805 -0.0579 0.3552 -0.4900
C -6.389692 -19.991774 -3.819104 -0.2549 1.0109 0.2460
C -6.736240 -18.750142 -4.678843 -0.8423 -0.4683 1.1278
C -7.895730 -17.990762 -3.998119 0.5778 0.2244 -0.8271
O -7.585871 -17.730940 -2.647225 0.5751 -0.2103 -0.1058
C -8.745110 -17.568862 -1.907583 -0.9311 0.6366 0.8012
N -5.571429 -17.910150 -4.850945 0.5348 0.2203 0.2644
H -5.780519 -20.729336 -4.287286 0.7438 -0.2638 -0.6928
H -7.247030 -20.550948 -3.444148 -0.3426 0.3866 -0.0301
H -5.858234 -19.568248 -2.965089 0.0467 -0.3786 0.1844
H -7.084606 -19.014075 -5.665331 -0.1917 -0.3372 -0.4187
H -8.841724 -18.503651 -4.125313 -0.2736 -0.5295 0.2888
H -8.027457 -17.036069 -4.527415 0.0112 0.1459 -0.0003
H -9.377841 -16.783944 -2.324915 -0.3151 -0.1423 -0.4408
H -8.587036 -17.185494 -0.899582 0.7179 -0.2677 0.0688
H -9.293376 -18.506419 -1.814473 -0.2773 -0.0734 -0.1489
H -5.344083 -17.460348 -3.960972 -0.0009 -0.2198 -0.1987
H -5.828616 -17.155695 -5.471567 0.1234 0.1816 -0.1737
C -14.245667 -17.189881 -1.689343 0.6413 0.3666 1.6473
C -13.000546 -17.383759 -0.750481 -0.9832 -1.0211 -0.8341
C -12.447154 -18.734497 -1.090435 0.6914 -0.7391 -0.6018
O -13.448975 -19.771282 -1.102916 1.1638 0.0596 -0.1686
C -12.807038 -21.054005 -1.129396 -0.0668 -0.0116 0.7796
N -11.949160 -16.409736 -0.909154 0.2297 0.4277 0.1035
H -13.877648 -17.299466 -2.718302 -0.4071 0.3220 0.1527
H -14.684087 -16.225155 -1.424793 0.0640 0.2382 -0.6821
H -15.025653 -17.913526 -1.461841 0.1633 -0.2753 -0.1939
H -13.182735 -17.413811 0.319242 -0.8488 0.2386 0.1316
H -11.605622 -18.958589 -0.415059 -0.3043 -0.2845 0.0757
H -12.000873 -18.658189 -2.095237 0.0213 -0.1389 -0.0681
H -12.267004 -21.380552 -2.040501 -0.2483 0.8276 0.1578
H -13.538446 -21.824911 -0.923549 -0.4192 0.0181 -0.0667
H -12.126959 -21.067690 -0.273117 0.3290 -0.2348 -0.1343
H -12.351886 -15.508334 -0.720519 0.0511 0.4694 0.2491
H -11.603992 -16.337562 -1.853111 -0.0144 -0.3072 -0.4326
C -12.885508 -20.001059 -6.866728 0.0758 -0.1529 -0.2451
C -12.706604 -19.288657 -5.528882 -0.9635 1.0340 -1.1496
C -13.369727 -20.111149 -4.508005 0.3431 -0.8590 1.7837
O -14.660029 -20.473762 -4.927705 -0.9436 0.1467 0.8330
C -15.404461 -21.010839 -3.841024 0.1270 1.1811 0.9712
N -11.368230 -19.012660 -5.097972 1.3704 -0.7531 -0.0354
H -13.963527 -20.153970 -7.122683 0.9803 0.1285 0.2362
H -12.390125 -20.974467 -6.713306 -0.2014 0.0632 -0.4573
H -12.374956 -19.469040 -7.673993 -0.0314 -0.0530 -0.0067
H -13.200922 -18.308003 -5.550108 -0.2417 -0.1254 -0.1254
H -13.322618 -19.590159 -3.527618 -0.5930 -0.1314 -0.4837
H -12.775074 -21.032136 -4.321264 -0.0002 0.1081 -0.2538
H -15.237629 -20.449128 -2.902109 0.4117 -0.0151 -0.3378
H -15.120269 -22.021057 -3.625198 0.0716 -0.8707 -0.0882
H -16.478704 -20.902684 -3.938939 -0.1368 -0.2701 -0.8989
H -10.783547 -19.832831 -5.296801 -0.1519 -0.0185 0.3503
H -10.946089 -18.323556 -5.696164 -0.0074 0.4995 -0.2524
C -4.881422 -23.847143 -3.777461 0.0476 -1.2154 -1.2255
C -3.935353 -24.867589 -4.516164 -1.8003 -0.4807 -0.7703
C -2.579684 -25.046727 -3.931781 0.8214 -0.5175 0.8044
O -1.868020 -26.027485 -4.675412 -0.1960 1.1686 -0.3357
C -0.616851 -26.273459 -4.092759 0.3018 -0.1652 0.1191
N -4.647496 -26.175657 -4.811996 -0.4251 1.6681 0.8038
H -4.297118 -23.024521 -3.393975 0.0062 0.4617 -0.0760
H -5.492310 -24.251726 -2.978669 0.2784 -0.4792 0.3788
H -5.622535 -23.558376 -4.545407 0.4440 0.3892 0.3914
H -3.773574 -24.402130 -5.499639 0.0139 -0.2361 0.0783
H -2.553804 -25.377149 -2.870674 -0.4219 0.2502 -0.2285
H -2.045784 -24.094193 -3.995916 0.0826 0.1329 0.1328
H -0.045225 -25.420525 -3.690202 -0.6664 0.3653 -0.1761
H 0.024894 -26.644096 -4.892097 -0.0691 -0.7029 0.3497
H -0.825811 -26.928015 -3.240893 0.7340 -0.4439 -0.1220
H -4.113517 -26.777835 -5.415902 0.3708 -0.1372 0.2485
H -4.919570 -26.628136 -3.937610 0.2470 -0.0784 -0.3890
C -13.171587 -27.418386 -7.518972 -0.0274 -0.1970 0.4231
C -14.026960 -26.204064 -7.857507 0.0204 -1.0654 0.0345
C -13.324987 -25.020609 -7.290573 -0.4063 1.3564 -0.1974
O -13.397200 -25.033886 -5.890940 0.2121 0.3040 0.6059
C -12.933460 -23.796404 -5.355461 0.5063 -0.3162 -0.2330
N -14.122255 -26.095711 -9.309143 -0.0692 0.2415 -0.1311
H -13.005154 -27.472011 -6.431223 -0.2471 -0.1598 -0.3801
H -12.183627 -27.367799 -7.985268 -0.1143 0.2380 -0.1294
H -13.646594 -28.322766 -7.882906 -0.0911 -0.3376 0.1407
H -15.017714 -26.299414 -7.375378 0.2814 0.0108 -0.0077
H -13.818455 -24.082239 -7.592471 0.1430 -0.0687 -0.4643
H -12.297444 -25.022165 -7.673251 0.1621 0.1800 0.1401
H -13.141826 -23.773550 -4.292308 -0.0074 -0.1959 0.2346
H -13.422981 -22.927360 -5.804088 -0.1440 -0.0843 -0.1787
H -11.842008 -23.695993 -5.520586 -0.3418 0.0362 0.0731
H -14.494139 -26.961904 -9.710056 0.0424 0.6318 0.1506
H -14.700758 -25.293610 -9.568232 0.0773 -0.5335 -0.0695
C -15.535369 -24.221105 -1.047861 -0.0043 -0.9350 -0.2157
C -14.755011 -25.546693 -1.070658 -0.0062 -0.3582 1.4393
C -13.567190 -25.392775 -0.131265 0.8397 0.4692 -0.5461
O -12.715201 -24.447190 -0.784259 0.0463 -0.0767 -0.0958
C -11.564308 -24.190813 -0.053355 0.1049 0.8012 1.7575
N -15.532231 -26.695824 -0.522400 0.2324 1.1125 -0.8055
H -15.516821 -23.947367 0.006896 -0.4546 0.7067 -0.2103
H -16.558558 -24.277546 -1.455618 0.2947 -0.2386 0.3668
H -14.994560 -23.544717 -1.708244 0.0519 0.3632 0.4330
H -14.325397 -25.636204 -2.059316 -0.0624 -0.6987 -0.4855
H -12.966141 -26.309155 0.036143 -0.4870 0.0411 -0.2158
H -13.881247 -25.014889 0.854234 -0.0247 -0.0217 -0.1295
H -11.030167 -25.056432 0.288774 0.2751 -1.0603 -0.2624
H -11.782441 -23.685467 0.903964 -0.3439 0.1484 -0.1044
H -10.843944 -23.547050 -0.524438 -0.0088 0.2216 -0.8405
H -14.938833 -27.520182 -0.428238 -0.3258 0.1901 -0.3289
H -16.283749 -26.848087 -1.183114 -0.0909 -0.5838 0.2015
C -8.628633 -27.963499 -3.770819 0.5157 0.1475 2.3063
C -9.020574 -26.524820 -3.445126 -0.5008 -0.2987 0.4485
C -10.007128 -26.461755 -2.290818 -0.0380 -0.4485 1.4346
O -11.192457 -27.254460 -2.449593 0.3493 0.5355 0.0865
C -12.027249 -26.778144 -3.484205 0.8926 0.3586 -0.8821
N -7.859557 -25.709870 -3.045515 -0.4671 0.1400 0.1374
H -7.920205 -27.964529 -4.561121 0.4205 -0.3250 -0.9808
H -9.460354 -28.631592 -3.867611 -0.6910 -0.0809 -0.8308
H -8.130437 -28.415117 -2.878575 0.0542 0.5734 -0.4620
H -9.574844 -26.128314 -4.295298 0.2363 0.3554 -0.4518
H -10.216992 -25.393915 -2.015515 -0.3083 -0.6895 -0.5556
H -9.517803 -26.873572 -1.376485 -0.2112 0.1064 -0.5737
H -11.922935 -25.699683 -3.578432 -0.4160 0.3258 0.2820
H -13.054829 -27.073691 -3.362913 -0.3275 -0.0919 0.4715
H -11.722583 -27.133929 -4.475628 0.1461 -0.3395 0.0476
H -8.173072 -25.009064 -2.363013 0.2322 -0.2485 -0.1902
H -7.529081 -25.184964 -3.841141 0.1716 0.0564 -0.2994
```
Forces are in eV/Å.

HOMO = -9.05 eV
total energy = -84000.81613 eV
molecular weight = 943.45 g/mol
HOMO-LUMO gap = 9.64 eV

Mulliken population analysis, charges in e, atoms 1 to 5: -0.26, -0.57, 0.05, -0.20, 0.61